1.
Formula: C24H23ClN4O4
Source: OMol25
Level of theory: ωB97M-V with the def2-TZVPD basis set

Structure (XYZ):
```
56
Properties=species:S:1:pos:R:3:mulliken_charge:R:1
C -0.48 -4.38 0.67 -1.59
C 0.09 -2.96 0.54 0.13
C 0.65 -2.67 -0.86 -1.28
N -0.84 -1.94 1.03 0.30
C -0.37 -1.19 2.18 -1.12
C 0.76 -0.29 1.80 0.72
N 1.90 -0.62 1.27 -0.32
C 2.52 0.58 1.08 0.63
C 3.83 0.72 0.49 0.04
C 4.50 -0.42 0.04 -0.27
C 5.75 -0.31 -0.54 -0.73
C 6.33 0.94 -0.66 0.42
Cl 7.90 1.08 -1.37 -0.21
C 5.68 2.08 -0.21 -0.73
C 4.43 1.97 0.36 -0.43
N 1.79 1.59 1.51 -0.65
O 0.64 1.03 1.98 -0.08
C -2.01 -1.52 0.48 0.65
O -2.62 -0.58 0.95 -0.68
C -2.57 -2.32 -0.68 -0.35
C -3.53 -1.48 -1.54 -1.09
C -2.81 -0.37 -2.32 -0.89
N -2.58 0.81 -1.51 0.30
C -1.37 1.16 -0.95 0.04
O -0.35 0.53 -1.06 -0.62
C -1.63 2.43 -0.23 0.69
C -0.77 3.28 0.44 -0.26
C -1.33 4.42 1.03 -0.79
C -2.68 4.69 0.94 -0.47
C -3.54 3.85 0.24 -0.58
C -2.99 2.72 -0.34 -0.05
C -3.62 1.67 -1.17 0.36
O -4.75 1.56 -1.55 -0.65
H 0.32 -5.10 0.52 0.44
H -1.25 -4.58 -0.07 0.31
H -0.90 -4.52 1.66 0.39
H 0.94 -2.90 1.23 0.51
H 1.69 -2.97 -0.90 0.34
H 0.12 -3.22 -1.64 0.50
H 0.60 -1.61 -1.07 0.19
H -0.04 -1.88 2.96 0.46
H -1.19 -0.57 2.54 0.41
H 4.02 -1.38 0.14 0.48
H 6.27 -1.19 -0.89 0.42
H 6.15 3.05 -0.32 0.42
H 3.90 2.84 0.71 0.46
H -3.13 -3.15 -0.25 0.37
H -1.78 -2.71 -1.31 0.12
H -4.02 -2.14 -2.26 0.45
H -4.29 -1.03 -0.91 0.44
H -1.84 -0.71 -2.68 0.46
H -3.43 -0.07 -3.16 0.41
H 0.28 3.08 0.51 0.66
H -0.68 5.10 1.57 0.43
H -3.08 5.58 1.42 0.40
H -4.59 4.05 0.15 0.51
```

Properties
Spin multiplicity: 1
HOMO level: -9.04 eV
Net charge: 0
SMILES: CC(C)N(Cc1nc(-c2ccc(Cl)cc2)no1)C(=O)CCCN1C(=O)c2ccccc2C1=O
Frontier orbital gap: 8.948 eV
Calculated total energy: -51935.5726 eV
ΔE to the lowest compared entry with this formula, charge and spin: 0.0 kcal/mol


2.
Formula: C24H23FeN2O4S3
Source: OMol25
Level of theory: ωB97M-V with the def2-TZVPD basis set

Structure (XYZ):
```
57
Properties=species:S:1:pos:R:3:mulliken_charge:R:1
Fe 0.02 -0.57 0.04 -1.01
C -0.50 -0.20 4.29 -1.05
C 0.79 0.12 4.70 -0.35
C 1.80 0.13 3.76 -1.07
C 1.52 -0.17 2.43 0.57
N 0.26 -0.44 2.04 0.33
C -0.72 -0.46 2.96 -0.16
C 2.52 -0.28 1.36 1.45
C 3.90 -0.23 1.58 -0.82
C 4.77 -0.50 0.55 -0.84
C 4.26 -0.89 -0.69 -0.74
C 2.89 -0.92 -0.90 -0.15
C 1.97 -0.57 0.09 0.14
H -1.32 -0.24 4.99 0.44
H 1.00 0.35 5.74 0.41
H 2.82 0.36 4.06 0.36
H -1.70 -0.71 2.59 0.37
H 4.29 0.01 2.57 0.32
H 5.84 -0.46 0.72 0.38
H 4.94 -1.17 -1.49 0.40
H 2.52 -1.26 -1.86 0.82
C 1.99 1.25 -3.52 -0.11
C 0.69 0.57 -3.93 -0.90
S -0.36 -0.18 -2.65 0.15
C -1.63 1.07 -2.38 -0.76
C -1.27 2.23 -1.47 -1.01
S -0.36 1.75 0.04 0.14
C 1.08 2.85 -0.01 -1.05
C 2.20 2.54 -0.99 0.73
S 1.85 2.88 -2.74 -0.22
H 2.58 1.41 -4.42 0.49
H 2.58 0.61 -2.86 -0.16
H 0.95 -0.27 -4.59 0.46
H 0.06 1.25 -4.50 0.38
H -2.46 0.50 -1.97 0.24
H -1.95 1.45 -3.35 0.68
H -2.19 2.73 -1.15 0.51
H -0.65 2.96 -1.99 0.49
H 1.48 2.77 1.00 0.38
H 0.70 3.87 -0.14 0.55
H 2.48 1.49 -0.90 -1.04
H 3.07 3.14 -0.71 0.51
O -6.22 -3.63 0.28 -0.72
C -6.07 -2.41 0.49 0.46
O -6.90 -1.51 0.71 -0.74
C -4.61 -1.91 0.38 0.05
C -4.32 -0.55 0.55 -1.23
C -3.02 -0.11 0.43 -0.32
N -1.99 -0.93 0.16 0.93
C -2.26 -2.24 0.02 0.83
C -3.54 -2.76 0.12 -0.89
C -1.04 -3.13 -0.20 -0.18
O -1.19 -4.34 -0.29 -0.77
O 0.07 -2.48 -0.34 -0.45
H -5.14 0.12 0.77 0.52
H -2.78 0.93 0.58 0.62
H -3.70 -3.82 0.01 0.61
```

Properties
Spin multiplicity: 1
HOMO level: -5.19 eV
Net charge: -1
Frontier orbital gap: 7.111 eV
Calculated total energy: -103327.8786 eV
ΔE to the lowest compared entry with this formula, charge and spin: 0.9 kcal/mol


3.
Formula: C24H23N2
Source: OMol25
Level of theory: ωB97M-V with the def2-TZVPD basis set

Structure (XYZ):
```
49
Properties=species:S:1:pos:R:3:mulliken_charge:R:1
C 1.95 5.45 3.00 -0.47
C 0.93 5.06 4.11 -0.43
C 0.15 3.85 3.58 -0.66
N 0.89 3.37 2.39 0.51
N 0.43 2.32 1.65 -0.71
C 1.18 1.64 0.91 -0.35
C 1.76 4.44 1.85 -0.66
H 1.82 6.48 2.66 0.29
H 2.98 5.39 3.39 0.23
H 1.45 4.81 5.04 0.23
H 0.26 5.90 4.35 0.28
H 0.10 3.04 4.31 0.30
H -0.87 4.10 3.29 0.33
H 0.79 0.78 0.39 0.23
H 2.24 1.83 0.88 0.23
H 1.28 4.89 0.98 0.30
H 2.71 4.02 1.51 0.37
C -0.42 -1.59 -1.31 -0.05
C 0.49 -1.41 -2.44 0.73
C 0.28 -0.44 -3.43 -0.29
C 1.02 -0.44 -4.59 -0.94
C 2.00 -1.40 -4.79 -0.30
C 2.25 -2.35 -3.82 -1.02
C 1.51 -2.35 -2.66 -0.26
C -0.10 -2.40 -0.16 0.39
C -1.29 -2.90 0.41 0.11
C -1.24 -3.80 1.48 -0.35
C -0.01 -4.14 2.00 -0.64
C 1.16 -3.61 1.48 -0.91
C 1.14 -2.75 0.41 -0.13
C -2.40 -2.32 -0.33 -0.01
C -1.86 -1.48 -1.34 0.89
C -2.74 -0.80 -2.20 -0.14
C -4.09 -0.96 -2.04 -1.04
C -4.61 -1.80 -1.06 -0.66
C -3.78 -2.49 -0.21 -0.46
H -0.47 0.32 -3.28 0.55
H 0.84 0.30 -5.35 0.43
H 2.55 -1.42 -5.71 0.42
H 2.99 -3.11 -3.98 0.42
H 1.67 -3.13 -1.93 0.62
H -2.15 -4.21 1.88 0.49
H 0.04 -4.84 2.83 0.44
H 2.11 -3.87 1.94 0.43
H 2.05 -2.34 0.02 0.73
H -2.36 -0.16 -2.97 0.22
H -4.77 -0.42 -2.69 0.43
H -5.68 -1.92 -0.99 0.43
H -4.17 -3.15 0.54 0.49
```

Properties
Spin multiplicity: 1
HOMO level: -9.66 eV
Net charge: +1
Frontier orbital gap: 3.647 eV
Calculated total energy: -28232.7052 eV
ΔE to the lowest compared entry with this formula, charge and spin: 46.3 kcal/mol


4.
Formula: C24H23N8OPbS5Sb
Source: OMol25
Level of theory: ωB97M-V with the def2-TZVPD basis set

Structure (XYZ):
```
63
Properties=species:S:1:pos:R:3:mulliken_charge:R:1
Pb 0.67 -0.24 -0.07 1.17
S 4.57 1.91 3.14 -0.57
Sb 3.04 1.20 1.70 0.87
S 1.00 0.34 2.51 -0.64
S 3.62 -1.05 0.72 -0.29
S 2.36 2.15 -0.27 -0.72
N 0.90 -4.62 2.18 0.10
C 1.47 -3.73 1.37 -0.44
N 0.57 -2.83 1.03 0.36
C -0.54 -3.22 1.69 -0.14
N -0.39 -4.32 2.40 -0.70
C -1.80 -2.47 1.65 0.24
C -2.99 -3.00 2.15 -0.47
N -4.13 -2.32 2.10 -0.59
C -4.08 -1.11 1.56 -0.65
C -2.90 -0.57 1.06 -0.74
N -1.76 -1.25 1.10 0.67
H 1.32 -5.42 2.64 0.18
H 2.50 -3.74 1.07 0.50
H -3.00 -3.99 2.59 0.49
H -5.00 -0.55 1.51 0.47
H -2.84 0.41 0.62 0.63
N -6.85 -2.09 -1.40 -0.46
C -5.73 -1.93 -1.58 -0.12
C -4.32 -1.74 -1.81 0.60
C -3.85 -0.51 -2.25 -0.43
C -2.48 -0.36 -2.42 -0.28
N -1.60 -1.33 -2.18 -0.42
C -2.07 -2.51 -1.77 -0.51
C -3.42 -2.77 -1.57 -0.22
H -4.53 0.31 -2.46 0.47
H -2.06 0.59 -2.73 0.45
H -1.33 -3.28 -1.59 0.41
H -3.76 -3.73 -1.22 0.51
O -1.12 1.62 -0.34 -0.43
S -0.87 3.12 -0.38 0.21
C -0.43 3.63 1.31 0.19
C -1.67 4.20 2.01 -0.85
C -2.89 3.70 1.25 -0.27
C -2.52 3.85 -0.22 -0.72
H 0.41 4.32 1.25 0.47
H -0.07 2.70 1.76 -0.28
H -1.64 5.29 1.98 0.32
H -1.69 3.91 3.06 0.38
H -3.80 4.26 1.50 0.41
H -3.08 2.65 1.48 -0.02
H -2.43 4.90 -0.50 0.44
H -3.17 3.34 -0.93 0.39
C 3.15 -1.33 -2.47 -1.34
C 4.04 -0.44 -2.00 0.79
C 4.76 -0.67 -0.68 0.43
C 5.72 0.40 -0.28 -1.22
C 5.96 1.46 -1.07 1.07
C 5.29 1.63 -2.36 -0.59
C 4.38 0.75 -2.77 -0.75
C 6.91 2.46 -0.66 -0.26
N 7.66 3.28 -0.37 -0.50
H 2.89 -2.22 -1.91 0.35
H 2.66 -1.18 -3.42 0.26
H 5.32 -1.60 -0.76 0.47
H 6.22 0.29 0.67 0.55
H 5.52 2.51 -2.94 0.43
H 3.86 0.90 -3.71 0.35
```

Properties
Spin multiplicity: 1
HOMO level: -8.04 eV
Net charge: 0
Frontier orbital gap: 7.403 eV
Calculated total energy: -105191.6919 eV
ΔE to the lowest compared entry with this formula, charge and spin: 0.0 kcal/mol


5.
Formula: C24H24As2CsF6N6O7S2
Source: OMol25
Level of theory: ωB97M-V with the def2-TZVPD basis set

Structure (XYZ):
```
72
Properties=species:S:1:pos:R:3:mulliken_charge:R:1
Cs 0.71 -0.09 -1.74 1.59
N 0.48 -1.36 3.54 0.08
C 0.65 -0.84 2.28 -1.21
N 1.11 0.33 2.02 0.14
C 1.38 1.18 3.10 0.32
N 1.51 2.44 2.98 -0.40
N 1.43 3.01 1.73 -0.49
C 0.29 3.07 1.19 -0.47
C 0.13 3.73 -0.14 0.35
C -0.38 5.02 -0.19 -0.39
C -0.55 5.62 -1.44 -0.38
C -0.22 4.90 -2.57 -0.69
C 0.28 3.62 -2.41 -0.48
N 0.46 3.03 -1.22 0.10
C 1.50 0.58 4.45 0.62
C 2.07 1.26 5.52 -0.38
C 2.10 0.67 6.78 -0.70
C 1.58 -0.60 6.97 -0.38
C 1.03 -1.30 5.90 -0.80
C 1.00 -0.70 4.64 0.08
H 0.07 -2.27 3.63 0.22
H 0.35 -1.48 1.46 0.83
H -0.61 2.68 1.68 0.35
H -0.63 5.54 0.72 0.44
H -0.94 6.62 -1.51 0.39
H -0.37 5.26 -3.59 0.48
H 0.54 3.05 -3.30 0.52
H 2.46 2.25 5.35 0.46
H 2.54 1.21 7.61 0.38
H 1.61 -1.06 7.95 0.38
H 0.63 -2.29 6.04 0.39
O -3.02 -1.99 1.10 -0.80
S -2.47 -0.85 0.40 1.46
O -2.64 0.42 1.08 -0.73
O -1.09 -1.06 -0.05 -0.66
C -3.41 -0.68 -1.14 -0.08
C -4.37 0.33 -1.12 -0.68
C -5.18 0.58 -2.21 -0.60
C -5.06 -0.19 -3.35 -0.60
C -4.11 -1.20 -3.39 -0.68
C -3.28 -1.45 -2.31 0.05
S -2.04 -2.69 -2.65 1.56
O -2.58 -3.55 -3.68 -0.74
O -1.81 -3.45 -1.38 -0.76
O -0.83 -1.98 -3.04 -0.75
H -4.44 0.93 -0.23 0.52
H -5.90 1.39 -2.17 0.37
H -5.68 0.00 -4.22 0.37
H -3.99 -1.81 -4.28 0.48
O -1.52 4.71 -7.76 -0.75
C -1.07 4.37 -6.68 0.41
N -0.63 4.05 -5.62 -0.63
F 3.07 0.35 -0.10 -0.70
As 4.43 0.56 -1.19 2.13
F 3.45 -0.14 -2.48 -0.54
F 3.85 2.12 -1.62 -0.46
F 5.76 0.71 -2.29 -0.51
F 5.38 1.21 0.10 -0.50
F 4.95 -1.06 -0.78 -0.52
C -0.30 -4.46 0.74 -1.14
As 0.37 -3.42 -0.74 1.14
C 2.19 -2.94 -0.11 -1.06
C 0.81 -4.67 -2.14 -1.28
H 0.48 -5.12 1.12 0.43
H -1.16 -5.02 0.39 0.37
H -0.63 -3.77 1.52 0.22
H 2.67 -3.91 -0.02 0.45
H 2.12 -2.46 0.87 0.26
H 2.75 -2.28 -0.77 0.40
H 1.40 -5.49 -1.73 0.43
H 1.39 -4.14 -2.89 0.36
H -0.11 -5.04 -2.59 0.43
```

Properties
Spin multiplicity: 2
HOMO level (spin up / spin down): -2.54 / -2.54 eV
Net charge: -2
Frontier orbital gap (spin up / spin down): 5.692 / 4.675 eV
Calculated total energy: -208757.0857 eV
ΔE to the lowest compared entry with this formula, charge and spin: 57.7 kcal/mol


6.
Formula: C24H24BF4O3
Source: OMol25
Level of theory: ωB97M-V with the def2-TZVPD basis set

Structure (XYZ):
```
56
Properties=species:S:1:pos:R:3:mulliken_charge:R:1
C 7.85 0.87 -1.12 -1.22
C 6.62 0.08 -0.87 0.42
C 6.57 -1.27 -0.57 -0.58
C 5.22 -1.60 -0.44 -0.60
C 4.50 -0.44 -0.66 0.31
B 2.95 -0.29 -0.68 1.05
O 2.12 -1.40 -0.41 -0.72
C 0.87 -0.95 -0.95 1.49
C 0.83 -1.37 -2.42 -1.97
C -0.31 -1.56 -0.18 -1.36
C 0.95 0.64 -0.82 1.53
C 0.10 1.39 -1.86 -1.65
C 0.60 1.10 0.60 -1.68
O 2.35 0.92 -1.03 -0.66
O 5.36 0.59 -0.93 -0.32
H 8.74 0.25 -1.03 0.33
H 7.83 1.30 -2.12 0.30
H 7.92 1.68 -0.40 0.30
H 7.41 -1.93 -0.46 0.39
H 4.81 -2.56 -0.21 0.53
H -0.09 -1.06 -2.91 0.35
H 1.67 -0.93 -2.96 0.38
H 0.91 -2.45 -2.51 0.48
H -1.26 -1.17 -0.57 0.01
H -0.32 -2.64 -0.29 0.57
H -0.25 -1.33 0.88 0.37
H -0.95 1.14 -1.75 0.21
H 0.22 2.47 -1.72 0.47
H 0.43 1.15 -2.87 0.40
H -0.45 0.93 0.83 0.04
H 1.21 0.57 1.33 0.36
H 0.80 2.17 0.71 0.56
F -3.37 -3.93 1.88 -0.29
C -3.68 -3.01 0.94 -0.19
C -4.20 -3.40 -0.28 -0.23
C -4.52 -2.47 -1.25 -0.08
F -5.09 -2.86 -2.42 -0.28
C -4.30 -1.14 -1.00 -0.62
C -3.77 -0.70 0.23 0.92
C -3.62 0.70 0.37 -0.50
C -3.31 1.54 1.46 0.89
C -3.48 2.92 1.24 -0.79
C -3.25 3.85 2.23 -0.07
F -3.49 5.16 2.00 -0.28
C -2.83 3.41 3.47 -0.25
C -2.64 2.06 3.73 -0.21
F -2.23 1.65 4.95 -0.28
C -2.88 1.14 2.74 -0.23
C -3.47 -1.68 1.19 -0.10
H -4.40 -4.44 -0.46 0.53
H -4.55 -0.43 -1.76 0.50
H -3.85 1.24 -0.54 0.27
H -3.81 3.28 0.28 0.52
H -2.67 4.12 4.26 0.53
H -2.73 0.11 2.98 0.65
H -3.07 -1.42 2.15 0.54
```

Properties
Spin multiplicity: 1
HOMO level: -9.85 eV
Net charge: +1
Frontier orbital gap: 3.026 eV
Calculated total energy: -42960.3888 eV
ΔE to the lowest compared entry with this formula, charge and spin: 0.0 kcal/mol


7.
Formula: C24H24BiFN5O3S
Source: OMol25
Level of theory: ωB97M-V with the def2-TZVPD basis set

Structure (XYZ):
```
59
Properties=species:S:1:pos:R:3:mulliken_charge:R:1
Bi 3.31 -0.49 -1.37 0.69
C -0.54 -0.05 3.99 -1.22
C -0.65 0.33 2.51 -0.37
N -0.58 -0.82 1.61 0.14
C 0.60 -1.26 1.10 0.24
S 0.48 -2.81 0.17 -0.17
N 1.67 -0.59 1.29 -0.75
N 2.82 -1.03 0.66 0.07
C 3.71 -1.70 1.38 0.68
C 3.49 -2.05 2.82 -1.30
C 4.90 -2.06 0.70 0.73
C 5.92 -2.86 1.28 -0.72
C 7.01 -3.21 0.54 -0.39
C 7.11 -2.76 -0.79 -0.66
C 6.13 -1.99 -1.31 0.00
N 5.02 -1.64 -0.59 -0.35
H -0.75 0.81 4.62 0.40
H 0.46 -0.41 4.22 0.26
H -1.25 -0.84 4.23 0.30
H 0.16 1.00 2.23 0.28
H -1.59 0.85 2.32 0.42
H -1.33 -1.49 1.62 0.31
H 2.60 -1.57 3.20 0.07
H 4.34 -1.73 3.42 0.46
H 3.38 -3.13 2.94 0.35
H 5.81 -3.17 2.31 0.34
H 7.79 -3.83 0.97 0.44
H 7.97 -3.02 -1.40 0.40
H 6.17 -1.61 -2.32 0.35
C -5.10 0.47 -0.27 -1.40
C -4.62 0.69 -1.70 -0.17
C -5.13 1.97 -2.32 -1.07
C -4.62 3.19 -1.56 -1.17
C -3.13 3.11 -1.35 0.94
C -2.40 4.25 -1.09 -0.68
C -1.02 4.18 -0.93 0.03
F -0.35 5.32 -0.68 -0.35
C -0.33 3.01 -1.04 -1.15
C -1.05 1.84 -1.30 0.92
C -0.30 0.57 -1.44 1.25
O 0.93 0.59 -1.29 -0.74
C -1.10 -0.57 -1.78 0.11
C -2.47 -0.43 -1.91 -0.57
N -3.13 0.71 -1.73 0.15
C -2.44 1.89 -1.45 -0.43
C -0.60 -1.93 -2.01 0.03
O -1.16 -2.77 -2.66 -0.53
O 0.61 -2.23 -1.38 -0.14
H -6.19 0.49 -0.23 0.39
H -4.71 1.24 0.40 0.37
H -4.76 -0.50 0.11 0.37
H -4.92 -0.16 -2.31 0.52
H -6.22 1.95 -2.33 0.43
H -4.80 2.02 -3.36 0.35
H -5.12 3.26 -0.59 0.38
H -4.86 4.10 -2.09 0.50
H -2.89 5.22 -1.02 0.55
H 0.74 2.97 -0.92 0.62
H -3.06 -1.30 -2.15 0.50
```

Properties
Spin multiplicity: 1
HOMO level (spin up / spin down): -9.30 / -9.29 eV
Net charge: +1
Frontier orbital gap (spin up / spin down): 6.171 / 6.169 eV
Calculated total energy: -58257.2573 eV
ΔE to the lowest compared entry with this formula, charge and spin: 49.6 kcal/mol


8.
Formula: C24H24Cl2N6NiO2Se
Source: OMol25
Level of theory: ωB97M-V with the def2-TZVPD basis set

Structure (XYZ):
```
60
Properties=species:S:1:pos:R:3:mulliken_charge:R:1
Ni -0.03 -2.03 0.38 -0.58
Cl -3.67 -0.46 -5.23 -0.28
C -3.23 -0.86 -3.58 0.11
C -1.88 -1.02 -3.28 -0.51
C -1.48 -1.33 -1.98 -0.50
N -0.18 -1.53 -1.56 -0.03
C 0.92 -1.26 -2.23 0.35
O 1.11 -0.79 -3.37 -0.90
C 2.14 -1.62 -1.37 0.36
C 3.42 -1.54 -1.90 -0.56
C 4.49 -1.89 -1.09 -0.36
C 4.25 -2.36 0.19 -0.85
C 2.94 -2.45 0.64 -0.13
N 1.92 -2.05 -0.12 0.62
C -2.47 -1.46 -0.95 0.23
C -3.81 -1.29 -1.28 -0.77
C -4.18 -0.99 -2.59 0.21
Cl -5.88 -0.78 -2.93 -0.27
N -1.97 -1.70 0.32 0.35
C -2.69 -1.68 1.43 0.74
O -3.91 -1.50 1.60 -0.88
C -1.80 -1.87 2.66 0.06
C -2.38 -2.11 3.90 -0.63
C -1.55 -2.22 5.00 -0.34
C -0.18 -2.07 4.83 -0.67
C 0.31 -1.84 3.56 -0.27
N -0.48 -1.76 2.49 0.28
H -1.13 -0.90 -4.04 0.55
H 3.53 -1.20 -2.92 0.47
H 5.51 -1.82 -1.47 0.39
H 5.05 -2.68 0.84 0.39
H 2.64 -2.90 1.58 0.45
H -4.55 -1.38 -0.50 0.61
H -3.46 -2.19 3.96 0.44
H -1.97 -2.44 5.98 0.37
H 0.51 -2.15 5.66 0.36
H 1.37 -1.72 3.37 0.32
C -1.51 2.83 -1.33 -0.34
C -1.02 3.24 0.06 -1.21
N 0.42 3.12 0.26 0.22
C 1.25 4.27 -0.03 -0.76
C 1.63 4.44 -1.50 -1.08
C 0.95 1.86 0.47 1.07
C 2.44 1.77 0.69 -1.37
N 0.29 0.77 0.49 -0.08
H -2.60 2.91 -1.39 0.35
H -1.25 1.80 -1.57 -0.07
H -1.08 3.46 -2.11 0.24
H -1.52 2.63 0.82 0.50
H -1.29 4.28 0.26 0.37
H 2.16 4.21 0.57 0.39
H 0.72 5.16 0.32 0.35
H 2.00 3.50 -1.91 0.25
H 2.41 5.19 -1.61 0.40
H 0.78 4.75 -2.10 0.31
H 3.00 2.07 -0.20 0.23
H 2.68 0.73 0.91 0.16
H 2.78 2.40 1.52 0.39
H -0.70 0.89 0.31 -0.22
Se 0.22 -4.46 1.01 -1.24
```

Properties
Spin multiplicity: 1
HOMO level (spin up / spin down): 0.71 / 0.72 eV
Net charge: -2
Frontier orbital gap (spin up / spin down): 3.488 / 3.481 eV
Calculated total energy: -169749.1892 eV